# 1
Computed, not measured: a molecular structure, C48H43CdN10O5S5, with wB97M-V/def2-TZVPD.

Properties
Relative energy (zero: lowest compared OMol25 entry of this formula, charge and spin)   1.191 eV
Total charge   -1
LUMO energy   1.598 eV
E_HOMO   -4.143 eV
Orbital gap   5.7 eV
E_tot   -134358.555 eV

Last column: Mulliken charge in e.
Cartesian coordinates (Å):
Cd: 0.26 -0.36 -1.43  2.6882
C: -1.51 -3.18 -0.74  -1.0621
N: -1.02 -2.10 0.10  1.3126
C: -2.08 -1.29 0.65  -0.6687
C: -2.88 -0.63 -0.44  0.7397
C: -4.24 -0.39 -0.33  -1.1741
C: -4.91 0.17 -1.40  -0.7000
C: -4.21 0.44 -2.57  -0.7130
C: -2.85 0.17 -2.60  -0.7445
N: -2.21 -0.35 -1.56  0.7001
C: -0.08 -2.57 1.10  -1.1040
C: 0.72 -1.43 1.69  0.8148
C: 1.14 -1.47 3.01  -1.1550
C: 1.96 -0.46 3.48  -0.6903
C: 2.32 0.56 2.62  -1.5286
C: 1.84 0.53 1.32  -0.6633
N: 1.05 -0.44 0.87  1.7878
C: -0.50 -3.56 -1.78  0.3999
C: -0.28 -4.89 -2.11  -1.0726
C: 0.61 -5.19 -3.13  -0.5136
C: 1.27 -4.15 -3.76  -0.8341
C: 1.01 -2.85 -3.34  -0.4146
N: 0.13 -2.56 -2.39  0.3630
H: -1.83 -4.06 -0.17  0.3088
H: -2.39 -2.80 -1.27  0.4629
H: -2.76 -1.86 1.31  0.2295
H: -1.63 -0.50 1.25  -0.2343
H: -4.76 -0.65 0.59  0.5081
H: -5.97 0.38 -1.34  0.4183
H: -4.70 0.87 -3.43  0.4529
H: -2.25 0.35 -3.47  0.2928
H: -0.58 -3.13 1.90  0.1927
H: 0.64 -3.23 0.60  -0.3429
H: 0.87 -2.31 3.64  0.5344
H: 2.32 -0.48 4.50  0.4382
H: 2.97 1.37 2.93  0.5700
H: 2.10 1.31 0.61  0.3377
H: -0.79 -5.67 -1.57  0.4452
H: 0.82 -6.21 -3.40  0.3836
H: 2.00 -4.32 -4.54  0.4518
H: 1.52 -2.00 -3.78  0.3152
N: 7.33 -2.53 -5.72  -0.5965
C: 6.49 -1.83 -4.85  1.1808
C: 6.55 -0.44 -4.78  -0.7964
C: 5.73 0.25 -3.90  -0.4796
C: 4.87 -0.45 -3.07  -0.7444
C: 4.81 -1.83 -3.13  -0.0163
C: 5.62 -2.52 -4.01  -0.9978
S: 3.79 0.42 -1.97  1.1089
O: 3.99 -0.08 -0.64  -0.5718
O: 4.02 1.83 -2.21  -0.7143
N: 2.31 -0.01 -2.43  0.1711
C: 1.81 0.49 -3.59  0.2522
S: 2.62 1.59 -4.67  -0.1128
C: 1.22 1.57 -5.69  -0.0995
C: 0.27 0.80 -5.14  -1.3196
N: 0.58 0.18 -3.96  -0.0827
H: 7.65 -2.00 -6.52  0.2160
H: 7.01 -3.45 -5.97  0.2223
H: 7.23 0.10 -5.42  0.2825
H: 5.76 1.33 -3.84  0.5252
H: 4.15 -2.37 -2.45  0.2657
H: 5.59 -3.60 -4.04  0.3456
H: 1.18 2.14 -6.60  0.4760
H: -0.71 0.63 -5.57  0.3774
C: -2.01 3.27 -4.06  -1.1830
O: -1.35 2.57 -3.02  0.1469
C: -0.45 3.25 -2.26  0.0017
S: -0.14 4.86 -2.54  -0.3671
S: 0.26 2.31 -1.04  -0.3249
H: -2.77 2.58 -4.43  0.2243
H: -1.31 3.51 -4.87  0.3527
H: -2.46 4.19 -3.70  0.4068
O: 3.80 -4.99 5.89  -0.5175
C: 4.03 -3.83 5.20  0.6088
O: 4.43 -2.86 5.81  -0.6063
C: 3.75 -3.86 3.76  0.9495
C: 4.31 -2.87 2.94  -0.8303
C: 4.06 -2.83 1.59  -0.4391
C: 3.22 -3.78 0.96  -0.1439
S: 2.84 -3.65 -0.71  -0.0313
C: 2.67 -4.78 1.80  -0.5821
C: 2.93 -4.81 3.15  -0.9653
H: 3.60 -5.68 5.26  0.3375
H: 4.94 -2.12 3.40  0.4053
H: 4.48 -2.05 0.97  0.4458
H: 2.02 -5.52 1.35  0.4487
H: 2.43 -5.58 3.74  0.2302
N: -4.50 4.51 5.19  0.0199
C: -5.49 5.37 5.61  0.6978
C: -5.91 5.77 6.87  -1.0300
C: -6.96 6.67 6.91  -0.3965
C: -7.57 7.14 5.74  -0.4657
C: -7.14 6.73 4.49  -0.7338
C: -6.08 5.83 4.43  0.5106
N: -5.47 5.26 3.33  -0.6570
C: -4.54 4.49 3.82  0.0501
C: -3.64 3.65 3.01  1.2278
C: -2.60 2.92 3.58  -0.8463
C: -1.83 2.11 2.76  -0.4825
N: -2.03 1.99 1.46  0.0279
C: -2.99 2.73 0.91  -0.3524
C: -3.82 3.57 1.64  -0.8981
H: -3.87 3.98 5.77  0.1594
H: -5.44 5.41 7.77  0.3781
H: -7.33 7.01 7.87  0.3705
H: -8.39 7.84 5.82  0.3715
H: -7.61 7.10 3.59  0.4312
H: -2.37 2.97 4.64  0.2837
H: -1.01 1.53 3.17  0.3621
H: -3.09 2.65 -0.17  0.4790
H: -4.60 4.15 1.16  0.5007

---

# 2
Computed, not measured: a molecular structure, C48H43CdN10O5S5, with wB97M-V/def2-TZVPD.

Properties
Relative energy (zero: lowest compared OMol25 entry of this formula, charge and spin)   4.204 eV
Total charge   -1
LUMO energy   1.501 eV
E_HOMO   -4.318 eV
Orbital gap   5.8 eV
E_tot   -134355.543 eV

Last column: Mulliken charge in e.
Cartesian coordinates (Å):
Cd: -0.68 -0.33 -0.46  1.8748
C: 1.27 -2.53 1.15  -1.3722
N: 1.52 -1.24 0.56  0.9143
C: 2.62 -1.22 -0.39  -1.3384
C: 2.18 -1.36 -1.83  0.6942
C: 2.75 -2.28 -2.68  -0.8610
C: 2.28 -2.35 -3.99  -0.6676
C: 1.28 -1.50 -4.40  -1.1140
C: 0.77 -0.60 -3.47  -0.3351
N: 1.21 -0.52 -2.22  0.8640
C: 1.52 -0.11 1.52  -2.6903
C: 0.68 1.05 1.00  1.3121
C: 1.39 2.10 0.27  -0.2703
C: 0.82 3.21 -0.24  -1.1166
C: -0.59 3.57 -0.21  -0.3989
C: -1.63 3.12 0.55  -0.7555
N: -1.74 2.28 1.63  0.2686
C: -0.09 -2.65 1.80  0.5976
C: -0.40 -3.78 2.55  -1.2940
C: -1.68 -3.92 3.06  -0.3954
C: -2.61 -2.91 2.82  -1.0511
C: -2.21 -1.81 2.10  -0.2897
N: -0.98 -1.68 1.60  0.7569
H: 2.04 -2.79 1.91  0.4238
H: 1.33 -3.29 0.36  0.6380
H: 3.36 -2.01 -0.16  0.2769
H: 3.15 -0.27 -0.29  0.4446
H: 3.52 -2.95 -2.32  0.4545
H: 2.69 -3.09 -4.68  0.3847
H: 0.85 -1.54 -5.39  0.4723
H: -0.04 0.07 -3.74  0.3569
H: 2.56 0.18 1.72  0.5157
H: 1.11 -0.47 2.46  0.5341
H: 2.48 2.00 0.17  0.2653
H: 1.46 3.91 -0.76  0.5462
H: -0.88 4.30 -0.96  0.2834
H: -2.60 3.52 0.27  0.4490
H: 0.34 -4.55 2.70  0.4690
H: -1.95 -4.80 3.62  0.3974
H: -3.63 -2.98 3.17  0.4920
H: -2.91 -1.01 1.87  0.2379
N: -7.05 4.84 2.06  -0.6284
C: -6.61 3.60 1.57  1.2450
C: -7.44 2.82 0.77  -0.8136
C: -7.02 1.58 0.32  -0.4388
C: -5.76 1.11 0.67  -0.1633
C: -4.93 1.88 1.46  -0.5361
C: -5.35 3.12 1.91  -0.8459
S: -5.21 -0.48 0.09  1.1799
O: -5.20 -1.36 1.23  -0.7861
O: -6.09 -0.82 -1.01  -0.6766
N: -3.70 -0.26 -0.36  0.1101
C: -3.41 0.52 -1.40  0.5076
S: -4.52 1.29 -2.51  -0.1730
C: -3.18 2.03 -3.33  -0.5148
C: -2.02 1.66 -2.76  -1.7504
N: -2.15 0.81 -1.68  0.7446
H: -7.74 5.29 1.47  0.2186
H: -6.30 5.48 2.28  0.2319
H: -8.43 3.19 0.50  0.2838
H: -7.64 0.98 -0.33  0.4805
H: -3.92 1.54 1.71  0.3708
H: -4.69 3.72 2.52  0.3237
H: -3.33 2.68 -4.18  0.4070
H: -1.04 1.97 -3.07  0.3634
C: -4.66 -3.28 -2.80  -0.7262
O: -3.44 -3.35 -2.06  -0.2620
C: -2.39 -2.66 -2.49  0.2115
S: -2.41 -1.80 -3.92  -0.3258
S: -1.04 -2.82 -1.42  -0.3774
H: -5.37 -3.88 -2.23  0.2520
H: -4.52 -3.68 -3.80  0.3336
H: -5.01 -2.25 -2.86  0.2658
O: 2.32 7.56 4.36  -0.4879
C: 2.73 6.30 4.63  0.5954
O: 3.69 6.13 5.32  -0.5633
C: 1.92 5.19 4.03  1.0787
C: 2.52 3.95 3.89  -1.1846
C: 1.83 2.90 3.32  -0.2891
C: 0.51 3.08 2.91  0.6537
S: -0.40 1.67 2.26  -0.1796
C: -0.11 4.30 3.08  -0.6745
C: 0.59 5.36 3.63  -1.1318
H: 1.60 7.54 3.71  0.2961
H: 3.55 3.83 4.22  0.4461
H: 2.31 1.94 3.17  0.3301
H: -1.14 4.41 2.77  0.4634
H: 0.08 6.30 3.77  0.3201
N: 5.79 4.86 -4.43  0.0454
C: 6.63 5.77 -5.03  0.6503
C: 7.99 6.05 -4.86  -1.0078
C: 8.51 7.05 -5.65  -0.4082
C: 7.72 7.76 -6.57  -0.4644
C: 6.38 7.47 -6.73  -0.7217
C: 5.83 6.46 -5.94  0.5594
N: 4.53 5.98 -5.90  -0.6841
C: 4.55 5.03 -5.00  0.0144
C: 3.38 4.22 -4.62  1.1035
C: 3.43 3.29 -3.58  -0.8708
C: 2.29 2.56 -3.29  -0.7092
N: 1.14 2.71 -3.94  -0.0203
C: 1.10 3.60 -4.93  -0.7599
C: 2.19 4.38 -5.30  -0.4848
H: 6.03 4.17 -3.74  0.1530
H: 8.60 5.51 -4.15  0.3790
H: 9.56 7.31 -5.55  0.3787
H: 8.17 8.54 -7.16  0.3699
H: 5.76 8.01 -7.43  0.4223
H: 4.32 3.13 -2.99  0.2271
H: 2.28 1.83 -2.48  0.7088
H: 0.15 3.70 -5.44  0.4629
H: 2.12 5.09 -6.11  0.4976

---

# 3
Computed, not measured: a molecular structure, C48H43ClIN7O7SSr, with wB97M-V/def2-TZVPD.

Properties
Total charge   -2
LUMO energy   3.420 eV
E_HOMO   -1.371 eV
Orbital gap   4.8 eV
E_tot   -107535.264 eV

Last column: Mulliken charge in e.
Cartesian coordinates (Å):
Sr: 11.09 -14.02 10.20  1.5099
O: 9.36 -13.00 17.58  -0.7607
C: 8.63 -13.11 16.59  0.3987
O: 7.41 -13.30 16.62  -0.7425
C: 9.24 -13.15 15.14  -0.8001
C: 10.55 -12.85 14.84  -1.4383
C: 11.01 -13.01 13.55  0.7096
N: 10.25 -13.52 12.61  0.9538
C: 9.02 -13.95 12.89  0.5867
C: 8.47 -13.79 14.17  -0.7975
C: 8.22 -14.55 11.88  -0.0781
C: 6.97 -15.09 12.11  -0.2613
C: 6.11 -15.35 11.07  -0.8252
C: 6.52 -15.19 9.74  -0.8651
C: 7.84 -14.84 9.56  -0.5133
N: 8.63 -14.42 10.61  0.3798
C: 12.48 -12.94 13.23  1.1556
C: 13.31 -11.94 13.82  -1.0356
C: 14.65 -11.94 13.42  -0.6851
C: 15.15 -12.89 12.50  -0.7309
C: 14.23 -13.77 11.95  -1.0081
N: 12.94 -13.79 12.32  0.7307
H: 11.27 -12.45 15.54  0.4629
H: 7.55 -14.22 14.49  0.5358
H: 6.51 -15.15 13.10  0.3914
H: 5.08 -15.58 11.32  0.3831
H: 5.99 -15.50 8.85  0.4375
H: 8.23 -14.59 8.54  0.1370
H: 12.95 -11.28 14.56  0.5659
H: 15.31 -11.19 13.86  0.3560
H: 16.20 -12.84 12.13  0.3348
H: 14.37 -14.50 11.16  0.6630
Cl: 13.54 -8.80 5.38  -0.3365
C: 12.93 -9.52 6.94  0.8476
C: 11.77 -9.01 7.46  -0.3612
C: 11.17 -9.72 8.57  -0.6937
I: 9.18 -9.11 9.29  -0.0685
C: 11.74 -10.88 9.19  1.3928
O: 11.06 -11.57 9.96  -0.9723
C: 13.04 -11.24 8.73  -0.7476
N: 13.72 -12.22 9.35  0.5822
C: 14.90 -12.56 8.91  -0.0274
C: 15.52 -11.97 7.81  -1.0028
C: 14.79 -11.12 7.01  -1.0609
C: 13.58 -10.61 7.49  0.2095
H: 11.27 -8.17 6.93  0.3638
H: 15.51 -13.26 9.46  0.0165
H: 16.41 -12.43 7.37  0.3891
H: 15.09 -10.86 5.97  0.2394
C: 17.84 -16.43 9.58  -0.5788
S: 17.03 -17.99 9.30  0.5801
O: 18.05 -19.04 9.05  -0.7041
C: 16.40 -18.17 10.98  0.0070
C: 17.19 -18.83 11.90  -0.5734
C: 16.74 -19.05 13.16  -0.5515
C: 15.41 -18.77 13.44  -0.6258
C: 14.58 -18.14 12.47  -0.2191
C: 15.08 -17.87 11.24  0.3848
H: 18.59 -16.40 10.46  0.3270
H: 16.96 -15.81 9.86  0.0022
H: 18.42 -16.24 8.62  0.3439
H: 18.21 -18.98 11.65  0.4703
H: 17.43 -19.60 13.77  0.3582
H: 14.91 -18.89 14.45  0.3377
H: 13.55 -17.81 12.74  0.3555
H: 14.42 -17.28 10.46  -0.1659
C: 9.89 -12.02 6.50  -0.5803
N: 9.66 -13.31 6.00  0.4227
C: 9.01 -13.37 4.75  0.0423
C: 8.75 -14.58 4.23  -1.0248
C: 9.23 -15.82 4.91  0.2472
O: 9.12 -16.93 4.44  -0.7432
N: 9.83 -15.65 6.14  -0.3706
C: 10.03 -14.47 6.67  -0.4393
O: 10.70 -14.29 7.71  1.1342
H: 9.49 -11.27 5.82  0.2920
H: 10.97 -11.83 6.67  0.0970
H: 9.35 -11.91 7.53  -0.0163
H: 8.66 -12.51 4.25  0.3293
H: 8.17 -14.66 3.38  0.5146
C: 13.39 -14.47 6.21  -0.6601
N: 13.02 -15.84 6.60  0.6448
C: 12.54 -16.77 5.48  -1.3664
C: 12.90 -16.14 7.93  0.1300
C: 12.23 -17.45 8.10  -1.1342
O: 13.22 -15.41 8.88  -0.2121
H: 13.63 -13.88 7.12  -0.2594
H: 12.49 -14.08 5.72  0.4041
H: 14.40 -14.50 5.62  0.3607
H: 12.32 -16.17 4.57  0.3714
H: 11.59 -17.19 5.83  0.5796
H: 13.21 -17.64 5.29  0.2769
H: 12.63 -18.22 7.45  0.5734
H: 11.12 -17.38 7.82  0.1822
H: 12.29 -17.71 9.19  0.0167
C: 11.17 -16.81 11.25  -1.0879
C: 10.64 -16.88 12.59  1.6433
C: 11.42 -16.41 13.71  0.4166
C: 10.94 -16.42 15.00  -0.8960
C: 9.65 -16.86 15.35  -1.0597
C: 8.88 -17.33 14.24  -0.4864
C: 9.31 -17.28 12.92  -0.2901
H: 10.68 -17.44 10.50  0.3264
H: 12.25 -16.92 11.17  -0.5213
H: 12.37 -15.90 13.50  0.1121
H: 11.60 -16.04 15.80  0.2448
H: 9.27 -16.86 16.34  0.5018
H: 7.83 -17.62 14.33  0.3236
H: 8.66 -17.83 12.19  0.2920

---

# 4
Computed, not measured: a molecular structure, C48H44CaI2O2P2S, with wB97M-V/def2-TZVPD.

Properties
Relative energy (zero: lowest compared OMol25 entry of this formula, charge and spin)   1.324 eV
Total charge   +2
LUMO energy   -5.244 eV
E_HOMO   -12.848 eV
Orbital gap   7.6 eV
E_tot   -118627.781 eV

Last column: Mulliken charge in e.
Cartesian coordinates (Å):
Ca: 0.53 -0.35 -0.09  0.9719
C: 6.06 -4.11 1.82  -1.7096
C: 5.67 -4.08 0.33  1.8707
C: 6.65 -4.94 -0.47  -2.2406
C: 5.70 -2.63 -0.12  0.5588
C: 6.86 -2.01 -0.55  -0.0067
C: 6.90 -0.66 -0.86  -1.5978
C: 5.77 0.12 -0.73  -0.4824
C: 4.58 -0.47 -0.31  0.9129
P: 3.04 0.45 -0.06  0.1443
C: 3.23 1.90 -1.16  0.2870
C: 2.76 1.70 -2.46  -0.4721
C: 2.81 2.73 -3.38  -0.6424
C: 3.32 3.96 -3.02  -0.7166
C: 3.76 4.17 -1.73  -0.7880
C: 3.72 3.15 -0.79  -0.1056
C: 3.26 1.04 1.66  0.9741
C: 2.24 0.76 2.57  0.1772
C: 2.36 1.11 3.90  -0.8854
C: 3.51 1.76 4.34  -0.6668
C: 4.53 2.04 3.45  -0.9444
C: 4.42 1.66 2.12  -0.4880
C: 4.55 -1.84 -0.03  -0.8317
O: 3.32 -2.34 0.33  -0.1841
C: 3.16 -3.71 0.24  -1.3383
C: 1.85 -4.17 0.16  0.7066
C: 1.60 -5.53 0.04  -0.4811
C: 2.65 -6.42 0.02  -1.6497
C: 3.95 -5.95 0.10  -0.1243
C: 4.24 -4.59 0.20  0.7959
P: 0.48 -2.97 0.02  1.4853
C: 0.17 -3.21 -1.77  0.8762
C: -0.74 -4.11 -2.30  -0.5131
C: -0.91 -4.21 -3.68  -0.7602
C: -0.15 -3.42 -4.53  -0.7553
C: 0.79 -2.55 -4.01  -0.8270
C: 0.95 -2.44 -2.64  -0.1806
C: -0.92 -3.74 0.88  0.3608
C: -0.72 -4.44 2.06  -0.7565
C: -1.79 -4.95 2.77  -0.7229
C: -3.08 -4.76 2.31  -0.6701
C: -3.30 -4.01 1.16  -0.9382
C: -2.23 -3.48 0.46  -0.7170
H: 7.08 -3.74 1.94  0.4052
H: 6.01 -5.13 2.19  0.4171
H: 5.40 -3.49 2.41  0.4251
H: 7.67 -4.58 -0.36  0.5283
H: 6.39 -4.94 -1.53  0.4216
H: 6.64 -5.96 -0.11  0.5071
H: 7.76 -2.58 -0.66  0.3570
H: 7.83 -0.21 -1.19  0.4303
H: 5.79 1.17 -0.97  0.5237
H: 2.37 0.73 -2.75  0.4586
H: 2.45 2.57 -4.39  0.5329
H: 3.38 4.76 -3.75  0.4394
H: 4.16 5.14 -1.44  0.4899
H: 4.08 3.33 0.21  0.3784
H: 1.33 0.25 2.23  0.2974
H: 1.57 0.87 4.60  0.4841
H: 3.61 2.02 5.38  0.4356
H: 5.42 2.54 3.79  0.4689
H: 5.25 1.84 1.44  0.5308
H: 0.58 -5.90 -0.03  0.5103
H: 2.47 -7.48 -0.07  0.4516
H: 4.76 -6.67 0.09  0.3478
H: -1.33 -4.75 -1.65  0.5002
H: -1.63 -4.90 -4.08  0.4604
H: -0.29 -3.48 -5.59  0.4440
H: 1.41 -1.96 -4.67  0.5082
H: 1.72 -1.78 -2.23  0.2089
H: 0.29 -4.59 2.42  0.4611
H: -1.62 -5.48 3.69  0.4535
H: -3.92 -5.18 2.84  0.4347
H: -4.31 -3.82 0.83  0.4524
H: -2.39 -2.91 -0.45  0.6743
I: -2.49 0.21 1.55  0.1297
C: -3.53 0.01 -0.32  -0.9650
I: -2.25 -0.13 -2.04  0.0934
H: -4.16 0.88 -0.45  0.5314
H: -4.13 -0.90 -0.27  0.5369
C: -4.93 4.57 -3.06  -1.5029
C: -3.62 4.24 -2.43  0.9380
C: -3.42 4.41 -1.06  -1.0510
C: -2.21 4.09 -0.46  -0.5456
C: -1.18 3.60 -1.25  0.2312
C: -1.35 3.46 -2.63  -0.5638
C: -2.56 3.78 -3.21  -0.7853
S: 0.39 3.00 -0.63  1.1363
C: 0.50 3.79 1.00  -1.2049
O: 0.04 1.57 -0.26  -0.2559
H: -5.68 4.81 -2.31  0.3725
H: -5.29 3.72 -3.64  0.3598
H: -4.82 5.41 -3.74  0.3518
H: -4.23 4.79 -0.46  0.3688
H: -2.09 4.24 0.60  0.3932
H: -0.52 3.09 -3.22  0.5301
H: -2.68 3.69 -4.28  0.4396
H: -0.30 3.41 1.64  0.3870
H: 0.45 4.86 0.89  0.4843
H: 1.47 3.50 1.41  0.2266

---

- Look up the E_tot of the second one.
  -134355.543 eV

---

- Look up the E_tot of the third one.
  -107535.264 eV